A molecular structure, C33H87FN10O5P4S2 in a non-equilibrium geometry. Source: OMol25; level of theory: ωB97M-V with the def2-TZVPD basis set.

The geometry in XYZ format:
```
142
Properties=species:S:1:pos:R:3:forces:R:3:lowdin_charge:R:1
C 1.248096 -1.048717 -2.037778 -0.4 0.2 -0.1 -0.10
C 0.969738 -0.109033 -3.215318 0.9 0.2 0.2 -0.26
C 1.418033 1.338469 -2.880213 -0.7 -0.4 -0.3 -0.20
C 0.255357 2.213681 -2.361437 0.4 0.0 -0.4 -0.20
C 0.265092 3.650527 -2.931848 -0.7 -0.3 0.6 -0.21
C -0.634321 3.781389 -4.166135 1.0 0.1 -0.6 -0.20
C -0.188207 2.829833 -5.284154 -0.9 -0.5 0.5 -0.23
C -0.993512 2.991049 -6.567047 0.7 0.8 -0.1 -0.21
C -0.512319 2.142474 -7.758730 -0.6 -0.5 0.5 -0.19
C -0.036247 0.701724 -7.442921 0.0 -0.2 -0.8 -0.19
C -0.914839 -0.435358 -8.013879 0.6 -0.6 0.6 -0.21
C -1.859848 -1.079965 -6.978308 0.4 0.9 0.2 -0.19
C -2.595594 -0.024038 -6.127882 -0.9 0.2 -0.8 -0.20
C -4.058987 -0.404451 -5.834713 0.4 -0.5 -0.4 -0.21
C -4.205554 -1.466632 -4.736745 0.5 -0.2 0.0 -0.25
N -4.732672 -1.000728 -3.415607 -0.3 1.7 -0.7 -0.39
P -6.449382 -0.636496 -3.395909 -1.3 -0.8 -0.5 0.36
S -7.391063 -0.963870 -5.045098 0.2 0.1 -0.1 0.21
S -3.818411 0.157550 -2.698111 0.8 -1.9 2.5 0.51
O -4.407491 0.460577 -1.442270 -0.9 0.6 -0.3 -0.26
O -2.479940 -0.306354 -2.649685 0.3 0.4 -1.1 -0.23
F -3.888302 1.446122 -3.570686 -0.1 -0.1 -0.3 -0.12
H 1.217693 -2.103620 -2.312057 -0.1 0.0 0.0 0.07
H 0.484783 -0.858621 -1.277931 0.1 -0.2 0.1 0.07
H 2.214573 -0.843267 -1.577385 0.1 -0.1 -0.1 0.06
H 1.524652 -0.405188 -4.110922 0.0 -0.3 0.1 0.10
H -0.091706 -0.148230 -3.468356 0.0 0.1 0.0 0.07
H 1.855764 1.755008 -3.788090 -0.1 0.3 0.1 0.09
H 2.228082 1.305127 -2.149073 0.0 0.0 0.0 0.10
H 0.255781 2.209260 -1.270081 0.0 0.1 0.0 0.11
H -0.687148 1.742635 -2.656446 0.0 0.0 0.1 0.08
H -0.134584 4.306380 -2.153056 0.2 0.2 -0.1 0.10
H 1.287929 3.955946 -3.161065 0.0 0.1 0.0 0.11
H -0.550149 4.797950 -4.566088 -0.3 0.1 0.2 0.11
H -1.676479 3.581962 -3.905292 0.0 0.1 0.0 0.11
H 0.892160 2.894976 -5.432146 0.0 0.1 -0.2 0.12
H -0.390999 1.822735 -4.904267 0.3 -0.1 0.0 0.08
H -2.054684 2.869564 -6.338785 0.0 -0.3 0.0 0.10
H -0.895410 4.042081 -6.868689 -0.1 0.0 -0.1 0.11
H -1.358966 2.053053 -8.445601 0.1 0.1 -0.2 0.10
H 0.278728 2.671587 -8.289270 0.0 0.1 0.1 0.10
H 0.112833 0.494388 -6.383313 0.0 0.2 0.0 0.09
H 0.939838 0.583033 -7.918127 0.1 0.0 0.2 0.10
H -1.437828 -0.162871 -8.932639 -0.1 0.3 0.1 0.11
H -0.220075 -1.236207 -8.287972 -0.1 0.0 -0.3 0.10
H -2.565910 -1.699901 -7.532218 0.0 -0.2 0.3 0.11
H -1.239409 -1.670972 -6.300152 -0.2 -0.4 -0.2 0.11
H -2.668733 0.865031 -6.758939 0.1 0.1 0.2 0.10
H -2.050143 0.243508 -5.222674 0.1 0.0 0.0 0.09
H -4.684174 0.474179 -5.687143 0.0 -0.1 0.3 0.09
H -4.421210 -0.864674 -6.757317 -0.2 0.1 0.0 0.11
H -4.825997 -2.302976 -5.045366 -0.2 0.2 0.1 0.09
H -3.220985 -1.890091 -4.529695 0.0 0.0 0.2 0.12
H -6.624938 0.655652 -2.874565 0.5 -0.1 0.1 -0.01
H -6.968684 -1.495621 -2.414299 0.4 0.3 0.3 -0.02
O 3.847788 -2.276881 0.543130 1.9 -2.9 -0.6 -0.30
P 3.839795 -2.845527 1.932606 -3.5 4.0 2.9 0.68
N 2.160074 -3.115870 2.137741 -0.1 -0.1 0.0 -0.34
C 1.191202 -2.445374 2.968832 0.0 -0.1 0.4 -0.13
C 1.574814 -4.149030 1.301625 0.4 -0.2 -0.2 -0.13
N 4.482772 -1.462859 2.744681 0.4 0.5 -0.5 -0.30
C 3.866931 -0.799422 3.875185 0.2 -0.4 0.5 -0.14
C 5.116854 -0.452347 1.902162 0.0 0.1 -0.3 -0.14
N 4.282527 -3.862131 3.213318 1.7 -0.8 -1.5 -0.31
C 3.429616 -4.435239 4.231367 -0.6 -0.5 -0.2 -0.11
C 5.710056 -3.912018 3.539344 0.1 0.0 0.0 -0.12
H 0.653612 -3.168051 3.600688 -0.1 0.0 -0.1 0.08
H 0.446819 -1.909492 2.367903 0.0 0.0 0.0 0.09
H 1.629986 -1.730024 3.655967 0.1 0.0 -0.1 0.04
H 1.776977 -5.155237 1.700814 -0.1 0.0 0.0 0.07
H 1.978690 -4.107788 0.286601 0.0 0.0 0.0 0.07
H 0.494096 -4.032052 1.223322 0.0 0.1 0.1 0.08
H 3.006839 -0.187646 3.575521 0.0 0.0 0.1 0.08
H 4.588022 -0.131199 4.354447 0.1 0.0 -0.1 0.08
H 3.564748 -1.499593 4.655605 -0.1 -0.1 -0.1 0.07
H 4.380605 0.190645 1.404248 0.1 0.0 -0.1 0.08
H 5.742984 -0.914501 1.144576 -0.1 0.0 -0.1 0.07
H 5.777487 0.185867 2.496591 -0.1 -0.1 0.2 0.06
H 3.040085 -3.683607 4.923858 0.0 0.1 -0.1 0.08
H 3.987980 -5.160046 4.826309 0.2 0.1 -0.1 0.08
H 2.594130 -4.991132 3.806517 -0.1 0.2 0.0 0.07
H 5.976128 -3.160242 4.288199 0.0 0.0 0.0 0.08
H 6.314687 -3.731211 2.650989 0.0 0.1 0.0 0.08
H 5.994833 -4.896116 3.917363 -0.1 0.0 0.0 0.08
O 9.322950 -0.244225 6.624947 3.3 -0.5 1.1 -0.29
P 10.000372 0.905612 5.935430 -4.7 2.7 -2.6 0.67
N 9.215061 2.222836 6.698987 0.0 0.1 0.1 -0.34
C 8.252479 3.167252 6.188891 0.1 0.3 -0.3 -0.13
C 9.502710 2.406179 8.110665 0.4 -0.4 0.1 -0.13
N 9.487610 0.534495 4.328908 -0.2 -0.8 -0.1 -0.30
C 8.797824 1.444031 3.440224 0.5 0.4 -0.3 -0.14
C 8.951486 -0.806980 4.109556 -0.2 -0.2 0.2 -0.14
N 11.279792 1.854360 5.356699 1.4 -1.8 0.7 -0.31
C 11.371822 3.297598 5.318173 0.0 0.4 0.7 -0.11
C 12.257520 1.176084 4.503337 0.0 -0.1 0.0 -0.12
H 8.589709 4.199812 6.362455 0.0 0.0 0.1 0.08
H 7.276011 3.049905 6.673825 0.0 0.0 0.0 0.09
H 8.094722 3.089977 5.117949 0.1 -0.2 0.0 0.05
H 10.471497 2.906057 8.264438 -0.1 0.1 0.1 0.07
H 9.539054 1.445972 8.631593 0.0 0.0 0.0 0.07
H 8.735904 3.008380 8.597570 -0.1 0.0 -0.1 0.08
H 7.743695 1.563686 3.722117 0.0 0.1 -0.1 0.07
H 8.815645 1.059549 2.416694 0.0 -0.1 0.1 0.08
H 9.277367 2.422584 3.378487 0.0 0.0 0.2 0.07
H 7.914488 -0.885485 4.460224 0.0 -0.2 0.0 0.08
H 9.550125 -1.559928 4.613368 -0.1 0.1 0.2 0.07
H 8.973275 -1.063777 3.046770 0.0 0.3 -0.1 0.08
H 10.677600 3.742883 4.599685 -0.1 0.0 0.0 0.08
H 12.377291 3.603339 5.023872 0.0 -0.2 0.0 0.08
H 11.206402 3.749171 6.295936 -0.2 0.0 0.0 0.07
H 11.978068 1.238466 3.447473 0.0 0.0 0.0 0.08
H 12.336006 0.122501 4.769264 -0.1 0.0 -0.1 0.08
H 13.254084 1.605408 4.626078 -0.1 0.1 0.1 0.08
O -10.107731 -0.312327 -1.584408 1.7 -3.5 -0.5 -0.30
P -10.189214 -0.791309 -0.156484 -3.4 5.4 2.5 0.70
N -11.889723 -0.939117 0.000474 -0.1 -0.3 -0.1 -0.34
C -12.847236 -0.117668 0.698324 0.0 0.0 0.4 -0.13
C -12.504287 -2.033535 -0.731560 0.4 -0.2 -0.2 -0.13
N -9.485218 0.652882 0.508077 0.5 0.5 -0.5 -0.31
C -10.100028 1.490775 1.516514 0.2 -0.3 0.6 -0.14
C -8.758892 1.514496 -0.421387 -0.1 0.1 -0.1 -0.14
N -9.872539 -1.601620 1.303750 1.7 -1.3 -1.2 -0.31
C -10.802406 -1.935509 2.360698 -0.6 -0.6 -0.2 -0.11
C -8.466934 -1.686418 1.707773 0.1 0.0 0.0 -0.12
H -13.452971 -0.725525 1.386526 0.0 0.0 -0.1 0.08
H -13.532561 0.381266 0.003085 0.0 0.0 0.0 0.09
H -12.392942 0.651051 1.314061 0.1 0.0 -0.1 0.05
H -12.380638 -2.992265 -0.204552 -0.1 0.0 0.0 0.07
H -12.058875 -2.141097 -1.724234 0.0 0.0 0.0 0.07
H -13.571679 -1.866832 -0.874043 0.0 0.1 0.1 0.08
H -10.907355 2.107923 1.102749 0.0 0.0 0.1 0.08
H -9.357331 2.172406 1.940462 0.1 0.0 -0.1 0.08
H -10.475831 0.916284 2.363969 -0.1 -0.1 -0.1 0.06
H -9.433849 2.130679 -1.027689 0.1 0.0 -0.1 0.09
H -8.133948 0.928953 -1.088448 -0.1 0.0 -0.1 0.04
H -8.088727 2.178072 0.131792 -0.1 0.0 0.2 0.08
H -11.163004 -1.052783 2.895313 0.0 0.0 -0.1 0.07
H -10.320595 -2.581573 3.096721 0.2 0.0 -0.1 0.08
H -11.658698 -2.501599 1.995069 -0.1 0.2 -0.1 0.08
H -8.178819 -0.835590 2.331576 0.0 0.0 0.0 0.08
H -7.814391 -1.700090 0.835350 0.0 0.1 0.0 0.07
H -8.269516 -2.607118 2.260892 -0.1 0.0 0.0 0.08
```
Forces are in eV/Å.

Properties
**Kohn-Sham gap**: 8.31 eV
**Lowest unoccupied orbital energy**: 0.22 eV
**Largest force on an atom**: 0.134 Eh/bohr
**E**: -122310.042 eV

---

A molecular structure, H12NO9Zn2 in a non-equilibrium geometry. Source: OMol25; level of theory: ωB97M-V with the def2-TZVPD basis set.

The geometry in XYZ format:
```
24
Properties=species:S:1:pos:R:3:forces:R:3:nbo_charge:R:1
Zn 0.718576 2.546400 2.128457 0.1 -0.2 -2.3 1.83
Zn 1.184528 -2.242178 -0.893504 -0.9 0.2 1.0 1.80
N -0.395282 0.591564 -0.127383 -0.5 -0.7 -0.5 0.76
O 0.252070 1.579757 0.431110 1.2 0.1 1.2 -0.76
O 0.201625 -0.479988 -0.417395 0.5 1.1 0.6 -0.63
O -1.525997 0.758989 -0.418091 -0.5 0.0 0.0 -0.25
O -3.324027 0.942209 1.846450 0.6 0.1 0.3 -0.91
H -2.707639 1.193337 1.152062 -0.4 0.0 -0.1 0.44
H -3.291637 -0.019145 1.895751 -0.2 0.0 0.0 0.47
O 1.615958 -2.435458 1.093309 0.8 0.0 0.1 -1.04
H 1.053530 -2.521418 1.876296 -0.2 -0.2 -0.2 0.54
H 2.509578 -2.665218 1.393940 -0.1 -0.1 0.0 0.54
O 2.214471 3.449233 1.083438 -0.1 0.1 1.2 -1.06
H 2.840713 4.066810 1.503965 -0.1 0.1 -0.1 0.56
H 2.541194 3.309591 0.179399 -0.4 -0.2 -0.1 0.57
O -0.484666 -3.392533 -0.561491 0.5 -0.4 -0.7 -1.04
H -0.552625 -4.250328 -1.015517 -0.1 0.0 0.1 0.55
H -1.365341 -3.231784 -0.188682 0.1 0.3 -0.1 0.55
O -3.430525 2.417472 -2.034777 0.2 -0.1 0.0 -0.92
H -4.214042 1.891568 -2.230894 -0.1 0.1 0.0 0.49
H -3.054006 2.029253 -1.243336 -0.3 0.0 0.0 0.44
O 2.785190 -1.363081 -1.622712 -0.1 0.2 -0.5 -1.05
H 3.725041 -1.322976 -1.383591 0.0 -0.4 0.1 0.56
H 2.703308 -0.852086 -2.446792 0.0 -0.1 0.0 0.55
```
Forces are in eV/Å.

Properties
**Charge**: +3
**Kohn-Sham gap**: 3.64 eV
**Lowest unoccupied orbital energy**: -14.21 eV
**Energy relative to the best compared isomer or geometry (same formula, charge and spin)**: 0.000 eV
**Largest force on an atom**: 0.045 Eh/bohr
**E**: -116913.918 eV